[1]
C4H9N4 | ωB97M-V/def2-TZVPD

Last column: Mulliken charge in e.
Atoms and positions in Å:
C1 -1.52 0.70 -0.19  0.528
C2 -0.51 -1.89 0.03  0.574
C3 0.72 1.50 -0.03  -0.341
C4 -0.36 0.83 -0.77  -0.788
N1 -2.62 0.86 0.24  -0.425
N2 0.64 -1.69 0.44  -0.670
N3 1.98 0.50 0.14  -0.209
N4 -1.64 -1.96 -0.26  -0.388
H1 1.03 2.40 -0.74  0.270
H2 0.32 1.86 0.95  0.370
H3 -0.27 0.53 -1.91  0.287
H4 1.42 -0.40 0.16  0.331
H5 0.75 -1.88 1.41  0.248
H6 2.36 0.73 0.98  0.284
H7 2.65 0.50 -0.53  0.318
H8 -2.90 0.12 0.88  0.309
H9 -2.06 -2.73 -0.81  0.301

HOMO-LUMO gap: 9.87 eV
energy above the lowest of the compared OMol25 structures with the same formula, charge and spin: 73.3 kcal per mole
E: -376.49015 Ha
highest occupied orbital energy: -12.91 eV
total charge: +1

---

[2]
C4H9N4O | ωB97M-V/def2-TZVPD

Last column: Mulliken charge in e.
Atoms and positions in Å:
C1 -0.97 -0.99 -0.43  0.004
C2 -1.78 1.20 -0.04  -0.216
C3 0.55 0.60 0.56  -0.553
C4 1.22 -1.70 0.37  -0.851
N1 0.13 -0.76 0.28  0.028
N2 -1.91 -0.02 -0.56  -0.051
N3 -0.74 1.47 0.76  -0.223
N4 1.31 1.07 -0.51  0.183
O1 2.58 0.90 -0.47  -0.433
H1 -1.10 -1.92 -0.95  0.348
H2 -2.54 1.95 -0.22  0.423
H3 1.14 0.64 1.49  0.552
H4 2.13 -1.27 -0.09  0.361
H5 1.44 -1.89 1.42  0.296
H6 0.97 -2.63 -0.13  0.336
H7 -2.75 -0.24 -1.09  0.265
H8 -0.56 2.42 1.05  0.289
H9 0.88 1.18 -1.43  0.243

HOMO-LUMO gap (alpha / beta): 7.35 / 8.77 eV
energy above the lowest of the compared OMol25 structures with the same formula, charge and spin: 87.3 kcal per mole
E: -451.71664 Ha
highest occupied orbital energy (alpha / beta): -11.18 / -13.06 eV
total charge: +1

---

[3]
C4H9N4O4 | ωB97M-V/def2-TZVPD

Last column: Mulliken charge in e.
Atoms and positions in Å:
C1 -0.19 0.46 1.00  0.497
C2 -2.87 -4.78 1.21  0.653
C3 -3.65 -0.56 -0.96  -0.191
C4 4.03 1.72 0.14  -0.395
N1 -2.51 -1.06 -1.08  0.380
N2 0.85 0.55 1.63  0.139
N3 -2.20 -2.11 -1.92  -0.630
N4 1.88 1.36 2.02  -0.408
O1 -2.71 -5.46 2.10  -0.279
O2 -1.22 -0.07 0.72  -0.556
O3 -3.03 -4.04 0.36  -0.372
O4 5.36 1.95 0.34  -0.452
H1 -3.62 0.15 -0.18  0.303
H2 -4.52 -0.90 -1.58  0.252
H3 3.20 2.46 0.42  0.281
H4 2.41 0.68 2.76  0.318
H5 3.59 0.79 -0.34  0.249
H6 -1.65 -0.78 -0.47  0.320
H7 -3.07 -2.53 -2.20  0.267
H8 -1.42 -2.71 -1.66  0.290
H9 5.54 2.65 0.98  0.332

HOMO-LUMO gap (alpha / beta): 5.61 / 8.79 eV
2S+1: 3
energy above the lowest of the compared OMol25 structures with the same formula, charge and spin: 5.8 kcal per mole
E: -677.32276 Ha
⟨S²⟩: 2.016
highest occupied orbital energy (alpha / beta): -9.45 / -13.75 eV
total charge: +1

---

[4]
C4H9N5 | ωB97M-V/def2-TZVPD

Last column: Mulliken charge in e.
Atoms and positions in Å:
C1 1.26 -1.26 -1.98  -1.103
N1 -0.49 -0.34 -0.41  0.366
C2 -0.55 0.51 0.66  0.247
C3 0.77 0.89 0.84  0.420
C4 0.82 -0.43 -0.82  0.715
N2 -1.61 -1.02 -0.97  -0.956
N3 -1.70 0.83 1.31  -0.488
N4 1.24 1.71 1.77  -0.436
N5 1.61 0.30 -0.05  -0.829
H1 -1.88 -1.80 -0.38  0.245
H2 -2.41 -0.39 -0.99  0.259
H3 -1.64 1.33 2.19  0.172
H4 -2.52 0.23 1.24  0.179
H5 2.25 1.77 1.91  0.228
H6 0.67 2.08 2.52  0.134
H7 2.03 -0.72 -2.55  0.311
H8 1.71 -2.19 -1.62  0.226
H9 0.45 -1.50 -2.66  0.308

HOMO-LUMO gap: 6.83 eV
energy above the lowest of the compared OMol25 structures with the same formula, charge and spin: 26.9 kcal per mole
E: -431.56436 Ha
highest occupied orbital energy: -6.15 eV

---

[5]
C4H9N5 | ωB97M-V/def2-TZVPD

Last column: Mulliken charge in e.
Atoms and positions in Å:
C1 0.03 2.46 1.26  0.071
C2 0.58 0.19 -1.03  0.008
C3 -0.36 -2.62 -0.74  -0.131
C4 -1.47 -1.70 -0.77  -0.368
H1 1.33 3.78 1.76  0.250
H2 -1.19 2.22 1.21  0.244
H3 1.95 1.27 1.15  0.190
H4 0.31 -0.74 1.09  0.320
H5 0.85 1.15 -1.37  0.450
H6 -0.38 -3.77 -0.83  0.219
H7 0.69 -2.41 -0.07  0.108
H8 -1.26 -0.82 0.04  0.187
H9 -2.57 -1.85 -0.98  0.268
N1 0.17 3.56 1.77  -0.491
N2 0.96 1.29 1.02  -0.571
N3 0.44 0.21 0.37  -0.140
N4 0.30 -0.53 -1.97  -0.340
N5 -0.39 -1.72 -1.91  -0.273

HOMO-LUMO gap: 9.56 eV
energy above the lowest of the compared OMol25 structures with the same formula, charge and spin: 181.0 kcal per mole
E: -431.31890 Ha
highest occupied orbital energy: -8.85 eV

---

[6]
C4H9N7 | ωB97M-V/def2-TZVPD

Last column: Mulliken charge in e.
Atoms and positions in Å:
C1 -0.06 1.60 -0.20  0.504
C2 0.60 -1.95 -0.21  0.568
C3 -1.21 1.54 1.94  -1.320
C4 -0.07 1.20 1.12  0.146
N1 0.75 1.79 -2.13  -0.442
N2 0.95 1.21 -1.05  -0.028
N3 -0.86 2.50 -0.92  -0.132
N4 -0.32 2.66 -2.04  -0.401
N5 0.22 -3.22 -0.70  -0.508
N6 1.67 -1.46 -0.86  -0.576
N7 -0.15 -1.20 0.56  -0.529
H1 -2.19 1.65 1.46  0.354
H2 -1.08 2.47 2.37  0.450
H3 -1.43 0.92 2.84  0.363
H4 0.81 0.76 1.52  0.318
H5 0.50 -3.35 -1.68  0.214
H6 -0.70 -3.46 -0.44  0.225
H7 1.75 -1.86 -1.78  0.248
H8 1.73 -0.36 -0.94  0.410
H9 -0.90 -1.45 1.16  0.133

HOMO-LUMO gap: 8.11 eV
energy above the lowest of the compared OMol25 structures with the same formula, charge and spin: 64.3 kcal per mole
E: -540.99444 Ha
highest occupied orbital energy: -9.22 eV